Below is a molecular structure, C43H65BBrCeN7O4P3S2 in a non-equilibrium geometry, with properties calculated with wB97M-V/def2-TZVPD.

Net charge: -2
E_HOMO (spin up / spin down) (eV): -0.13 / -0.31
Calculated total energy (eV): -197457.1532
Spin multiplicity: 2
Molar mass (g mol⁻¹): 1131.93

Structure (XYZ):
```
127
Properties=species:S:1:pos:R:3:lowdin_charge:R:1
Ce -0.766 0.484 0.869 0.53
S 1.390 0.997 2.843 0.18
P 2.487 1.778 1.353 0.60
C 1.234 2.565 0.226 -0.68
P 0.073 3.956 0.670 0.65
S -1.312 3.107 1.936 0.32
C 1.029 5.275 1.458 -0.31
C 1.165 5.379 2.863 -0.08
C 1.839 6.477 3.403 -0.10
C 2.226 7.524 2.572 -0.12
C 2.150 7.437 1.192 -0.10
C 1.481 6.356 0.640 -0.07
C -0.982 4.722 -0.560 -0.37
C -0.732 4.496 -1.926 -0.07
C -1.565 5.052 -2.882 -0.08
C -2.616 5.882 -2.479 -0.10
C -2.836 6.195 -1.142 -0.10
C -1.993 5.621 -0.191 -0.12
C 3.340 0.572 -1.285 -0.24
C 4.738 0.656 -1.123 -0.06
C 5.400 -0.392 -0.497 -0.11
C 4.705 -1.552 -0.164 -0.13
C 3.379 -1.712 -0.534 -0.09
C 2.702 -0.658 -1.121 -0.05
C 3.751 2.968 1.897 -0.41
C 4.387 3.796 0.956 -0.08
C 5.225 4.839 1.404 -0.11
C 5.399 5.049 2.759 -0.15
C 4.889 4.142 3.698 -0.12
C 4.143 3.059 3.243 -0.13
H 0.764 4.594 3.550 0.11
H 2.079 6.538 4.469 0.10
H 2.581 8.461 2.987 0.09
H 2.632 8.198 0.594 0.09
H 1.365 6.284 -0.439 0.11
H 0.133 3.902 -2.228 0.09
H -1.421 4.792 -3.927 0.11
H -3.258 6.269 -3.264 0.09
H -3.649 6.842 -0.815 0.09
H -2.169 5.870 0.883 0.11
H 5.243 1.557 -1.465 0.10
H 6.460 -0.305 -0.271 0.09
H 5.240 -2.334 0.388 0.09
H 2.919 -2.693 -0.381 0.07
H 1.638 -0.744 -1.333 0.09
H 4.206 3.646 -0.108 0.10
H 5.691 5.529 0.700 0.09
H 5.963 5.905 3.130 0.08
H 5.098 4.313 4.743 0.08
H 3.774 2.289 3.934 0.07
O -1.571 -0.178 3.102 -0.22
H -1.024 -0.948 3.481 0.03
H -2.482 -0.208 3.440 0.08
O -1.053 1.113 -1.461 -0.25
H -1.840 1.264 -2.058 -0.12
H -0.230 1.620 -1.737 0.04
O 0.198 -2.035 3.520 -0.15
H 0.996 -1.476 3.626 0.00
H 0.066 -2.158 2.516 0.00
B 2.815 2.682 -2.883 -0.43
C 2.545 1.748 -1.649 -0.31
N 1.362 2.054 -1.057 -0.12
H 3.982 2.478 -3.172 0.00
H 2.560 3.802 -2.496 0.00
H 2.021 2.402 -3.759 0.01
Br -3.789 1.580 -3.100 -0.28
C -5.678 -0.514 0.887 -0.05
N -5.403 0.834 0.405 0.04
C -4.154 1.319 0.361 -0.55
N -4.076 2.668 0.082 0.15
O -3.118 0.567 0.576 -0.18
H -6.668 -0.547 1.344 0.08
H -4.946 -0.752 1.648 0.07
H -5.621 -1.254 0.091 0.09
H -6.133 1.421 0.065 0.13
H -4.689 2.945 -0.694 0.06
H -3.118 2.915 -0.135 0.04
N -0.443 -1.799 0.674 -0.35
P -0.833 -3.100 -0.130 0.64
N -2.277 -3.773 0.533 -0.19
C -2.911 -5.021 0.083 -0.22
C -3.131 -6.060 1.222 -0.18
C -3.957 -5.464 2.383 -0.21
C -4.045 -3.922 2.305 -0.20
C -2.704 -3.293 1.881 -0.20
N -1.209 -2.931 -1.802 -0.21
C -2.533 -2.399 -2.185 -0.18
C -2.662 -2.179 -3.741 -0.18
C -1.778 -3.045 -4.671 -0.20
C -0.341 -3.145 -4.137 -0.18
C -0.167 -2.479 -2.748 -0.20
N 0.519 -4.127 -0.162 -0.21
C 1.229 -4.325 1.145 -0.18
C 2.184 -5.565 1.028 -0.18
C 2.962 -5.702 -0.289 -0.20
C 2.100 -5.406 -1.543 -0.17
C 0.600 -5.224 -1.117 -0.23
H -2.361 -5.502 -0.739 0.11
H -3.893 -4.734 -0.344 0.10
H -2.163 -6.424 1.594 0.10
H -3.675 -6.902 0.770 0.10
H -3.526 -5.788 3.362 0.11
H -4.994 -5.842 2.380 0.10
H -4.354 -3.552 3.302 0.11
H -4.868 -3.630 1.633 0.10
H -1.956 -3.599 2.642 0.11
H -2.763 -2.204 1.901 0.08
H -2.764 -1.435 -1.692 0.10
H -3.300 -3.101 -1.847 0.08
H -2.471 -1.119 -3.947 0.06
H -3.724 -2.339 -4.006 0.10
H -1.830 -2.661 -5.698 0.10
H -2.247 -4.061 -4.726 0.10
H 0.347 -2.618 -4.856 0.12
H -0.037 -4.179 -4.106 0.08
H -0.272 -1.396 -2.879 0.12
H 0.840 -2.676 -2.329 0.10
H 0.528 -4.484 1.974 0.10
H 1.792 -3.416 1.354 0.09
H 1.549 -6.469 1.154 0.10
H 2.915 -5.620 1.846 0.11
H 3.352 -6.720 -0.342 0.09
H 3.826 -5.015 -0.303 0.10
H 2.168 -6.179 -2.329 0.10
H 2.460 -4.480 -2.026 0.10
H 0.284 -6.145 -0.637 0.09
H -0.039 -5.077 -2.004 0.09
```